Molecular formula: CH2N5S
Method: DFT, the ωB97M-V functional and the def2-TZVPD basis

Positions of all 9 atoms, in Å:
1 C -0.69 0.04 -1.37
2 N -0.44 -1.08 0.41
3 N 0.02 0.02 -0.20
4 N -1.54 -0.93 -1.43
5 N -1.32 -1.63 -0.32
6 N 1.72 1.01 1.39
7 S 1.86 1.17 2.95
8 H -0.58 0.75 -2.13
9 H 0.98 0.66 0.70

Results
Total energy (eV): -19353.5219
Charge: -1
Multiplicity: 1
Energy above the lowest of the compared OMol25 structures with the same formula, charge and spin (kJ/mol): 157.5
HOMO (spin up / spin down) (hartree): -0.1471 / -0.1472